[1]
A molecular structure, C26H54AlN2O32S, computed with ωB97M-V/def2-TZVPD.

Values from the calculation:
Charge: +1
Total energy: -4180.32098 Eh
Highest occupied orbital energy: -12.5912 eV
Relative energy (zero: lowest compared OMol25 entry of this formula, charge and spin): 0.000 eV

```
116
C26H54AlN2O32S, DFT ωB97M-V/def2-TZVPD
S -0.390 0.472 0.465
Al 2.027 0.232 2.870
O -2.068 -4.070 -4.777
O 2.517 2.867 1.072
O 0.394 -0.721 0.816
O -3.850 4.113 -1.287
O -0.111 0.794 -0.944
O 2.039 -2.584 2.292
O -0.374 1.223 4.478
O -6.812 -0.114 -3.354
O 2.245 -4.400 3.589
O 1.764 4.110 5.929
O 5.603 -0.757 -0.440
O -5.988 -1.588 1.419
O 2.847 3.625 -1.028
O 4.125 -1.064 -5.046
O 0.720 -4.402 2.081
O -4.913 -1.291 -3.630
O 0.076 1.577 1.309
O 3.708 -1.269 -1.458
O -1.457 1.990 6.319
O 0.432 4.578 4.324
O 2.851 5.038 0.589
O 2.032 2.988 4.007
O -2.509 1.961 4.476
O 3.721 -0.229 0.555
O -4.993 0.681 -2.525
O 2.219 -0.129 -4.730
O -1.251 -2.565 -3.458
O -2.771 -4.008 -2.636
O -5.789 -3.558 0.573
O -1.824 0.224 0.575
O -2.734 5.428 0.006
O 2.297 -2.381 -5.002
N -5.398 -2.430 0.771
N -2.854 4.433 -0.684
C 0.802 -0.162 -4.614
C -1.352 1.678 5.045
C -1.709 3.489 -0.695
C 2.304 -1.423 -1.441
C -0.408 1.639 7.216
C -1.196 -2.003 -2.154
C -2.752 -5.305 -4.980
C 0.307 -4.037 0.768
C -7.558 -1.077 -4.096
C 3.287 -3.792 4.350
C 4.949 -2.178 -5.324
C -2.098 -3.596 -3.543
C -3.609 0.627 -2.321
C -0.204 4.312 3.059
C -5.523 -0.339 -3.215
C 2.772 3.307 6.518
C 6.265 -1.421 -1.507
C 1.425 3.790 4.680
C -4.110 -2.059 0.139
C 3.234 5.389 1.929
C 4.281 -0.731 -0.388
C -2.753 1.470 3.155
C 2.709 3.767 0.290
C 1.701 -3.707 2.622
C 2.819 -1.307 -4.941
C 2.502 2.379 -1.589
H 3.087 3.753 7.458
H -2.313 -5.767 -5.861
H -0.093 5.169 2.402
H 1.559 2.459 -2.128
H 2.016 -2.015 -2.309
H -1.660 3.086 -1.704
H -4.276 -2.127 -0.937
H 3.649 3.243 5.874
H -7.597 -0.824 -5.156
H 2.432 2.294 6.738
H -3.388 -2.812 0.437
H 0.006 -2.997 0.693
H 0.519 0.372 -3.702
H -0.812 4.007 -0.387
H 4.165 -3.698 3.721
H 1.088 -4.248 0.030
H -1.992 2.653 -0.065
H -0.791 -2.752 -1.470
H 7.261 -1.685 -1.152
H 0.303 -1.124 -4.655
H 3.685 6.370 1.838
H -2.205 0.539 3.019
H -0.505 -4.707 0.492
H 2.937 -2.861 4.803
H 6.380 -0.871 -2.438
H -0.517 -1.157 -2.158
H -1.264 4.204 3.301
H -2.603 -6.013 -4.167
H -3.838 -1.047 0.396
H 5.969 -1.823 -5.195
H 3.464 -4.420 5.219
H 3.970 4.666 2.277
H -2.373 2.192 2.431
H 0.121 3.370 2.638
H 5.801 -2.384 -1.722
H -3.086 1.441 -2.833
H 3.285 2.008 -2.252
H -3.826 1.357 3.059
H 2.388 5.398 2.611
H -0.888 1.327 8.136
H 2.401 1.576 -0.852
H 0.399 0.474 -5.406
H 1.935 -1.892 -0.528
H 0.248 2.494 7.365
H 0.218 0.831 6.835
H -3.159 -0.253 -2.771
H -8.591 -1.018 -3.762
H -3.811 -5.117 -5.139
H -2.188 -1.715 -1.825
H 1.769 -0.475 -1.544
H -3.373 0.688 -1.258
H -7.144 -2.065 -3.919
H 4.778 -3.001 -4.628
H 4.843 -2.582 -6.330
```

=====

[2]
4 unconnected molecules or ions with the total composition C26H54BFN2O8PS, computed with ωB97M-V/def2-TZVPD.

Values from the calculation:
Charge: +1
Total energy: -2597.97439 Eh
Highest occupied orbital energy: -11.0554 eV
Relative energy (zero: lowest compared OMol25 entry of this formula, charge and spin): 17.355 eV

```
94
C26H54BFN2O8PS, DFT ωB97M-V/def2-TZVPD
S -1.463 0.643 0.424
P 1.560 1.651 2.964
F -2.386 -4.288 0.918
O 5.234 6.642 5.485
O 1.997 2.996 2.219
O 2.311 1.441 4.532
O -1.545 -3.315 4.140
O -0.163 1.782 3.256
O -1.041 6.860 3.068
O -0.239 -0.893 -6.909
O 1.257 -4.320 -7.520
N -3.726 -1.330 -1.992
N -2.251 -2.009 1.437
C -0.567 3.166 3.548
C 1.319 -5.703 -7.223
C 1.095 -2.017 -2.445
C -2.278 7.546 3.134
C -4.602 0.205 0.211
C 1.350 -1.698 -4.068
C 4.380 2.999 4.384
C -0.380 -1.431 -2.042
C 1.998 0.223 1.726
C 3.779 1.447 4.444
C 0.450 -2.634 -5.066
C -0.036 -5.277 3.140
C -2.139 -1.127 0.175
C -1.385 -3.286 1.445
C -0.708 -1.620 -5.720
C 4.930 7.076 4.172
C -3.570 -0.763 -0.611
C -5.004 -0.945 -2.682
C -0.153 -2.915 0.383
C -6.013 0.622 -0.583
C 1.114 -1.147 2.097
C -6.204 0.020 -2.125
C -1.076 4.024 2.235
C 1.256 -2.337 0.979
C -0.515 -1.703 -8.111
C -1.042 -2.054 -0.683
B -1.001 -3.965 2.894
H 0.445 -5.979 -6.629
H 1.779 -3.254 1.537
H -1.518 3.085 4.266
H 1.102 -4.931 3.206
H -4.335 0.580 1.292
H 3.613 3.767 4.878
H -0.147 -6.087 2.304
H 4.226 0.748 3.613
H -1.085 -3.757 4.938
H 5.684 6.685 3.485
H -2.284 8.359 2.404
H 1.163 -2.968 -5.957
H 1.228 -3.150 -2.179
H -0.326 -0.254 -2.077
H -0.243 4.721 1.768
H -1.007 -0.797 -4.908
H -0.267 -5.784 4.182
H 3.946 6.701 3.882
H -0.095 -3.526 -4.540
H 1.052 -0.555 -4.236
H 5.422 3.040 4.916
H -3.241 -2.368 1.580
H -0.183 0.754 -0.152
H 3.135 -0.098 1.901
H -1.517 3.370 1.370
H -1.668 -2.251 -5.944
H 0.087 -3.981 -0.053
H -2.117 -1.455 2.317
H 4.180 1.010 5.479
H 1.892 -1.321 -1.891
H 2.045 -4.105 -8.047
H 0.121 -2.684 -8.013
H -3.084 6.845 2.903
H 4.496 3.246 3.237
H -0.085 -1.115 -9.045
H -1.977 4.703 2.623
H 1.908 0.537 0.602
H -1.761 -2.895 -1.135
H 4.941 8.168 4.137
H 2.515 -1.742 -4.269
H 4.549 7.005 6.072
H -2.421 7.944 4.141
H -5.155 -1.371 -3.788
H 0.317 3.713 4.086
H 2.226 -5.913 -6.651
H -1.648 -1.931 -8.301
H -7.169 0.292 -2.754
H -1.111 -1.736 -2.936
H -0.345 7.506 3.276
H 1.605 -1.542 3.111
H 1.321 -6.276 -8.153
H 2.031 -1.973 0.182
H -0.007 -0.886 2.392
H -6.778 1.340 -0.054
```

=====

[3]
A molecular structure, C26H54Cl2InN6O8, computed with ωB97M-V/def2-TZVPD.

Values from the calculation:
Charge: -1
Total energy: -3064.04713 Eh
Highest occupied orbital energy: -4.6414 eV

```
97
C26H54Cl2InN6O8, DFT ωB97M-V/def2-TZVPD
In 6.454 0.186 -3.509
Cl 5.991 0.400 -1.109
Cl 7.461 2.457 -6.827
O 2.316 3.754 -3.042
O 0.701 0.344 -5.988
O 2.798 -0.051 -5.313
O -2.993 3.245 -0.361
O 7.147 -5.224 -7.651
O -2.289 -0.035 0.058
O -6.078 2.455 3.786
O -6.485 0.595 9.686
N -3.335 4.093 1.714
N -6.340 2.136 6.018
N -7.982 -0.483 11.005
N 0.756 2.796 -1.698
N 6.276 -7.150 -6.837
N -1.748 -2.172 -0.468
C -0.455 1.997 -1.569
C 3.429 0.803 -4.289
C 1.869 0.627 -5.986
C 6.923 -3.026 -4.545
C -3.535 3.853 3.129
C -7.488 -0.080 9.822
C -0.894 -3.321 -0.245
C -9.183 -1.287 11.106
C 8.428 1.176 -3.871
C 9.049 0.877 -5.243
C -3.306 5.457 1.220
C -6.620 2.724 4.842
C -1.604 -1.025 0.221
C -7.018 2.492 7.249
C 1.301 3.094 -2.884
C -5.319 1.102 6.059
C 6.356 -8.589 -6.727
C 7.177 -6.430 -7.536
C 6.687 -1.942 -4.060
C -2.794 -2.245 -1.474
C 8.098 0.831 -6.420
C -7.281 -0.093 12.217
C -3.171 3.088 0.833
C 1.410 3.284 -0.499
C 5.189 -6.443 -6.173
C 4.864 1.146 -4.715
H -6.297 2.849 7.985
H -1.492 -4.180 0.068
H -9.580 -1.489 10.114
H 9.563 -0.083 -5.200
H 8.644 0.511 -7.307
H -4.095 5.606 0.481
H -8.961 -2.237 11.596
H 0.849 2.956 0.373
H -2.779 -3.227 -1.941
H -2.350 5.664 0.738
H 9.092 0.750 -3.120
H 5.007 2.220 -4.600
H -0.167 -3.097 0.533
H -1.236 2.566 -1.055
H 5.456 -9.053 -7.139
H -3.452 6.145 2.050
H -7.235 0.993 12.291
H 4.554 -7.159 -5.658
H -7.525 1.621 7.656
H 8.290 2.242 -3.709
H 4.598 -5.892 -6.905
H 9.772 1.666 -5.479
H -7.408 3.494 4.920
H -0.779 -1.061 0.953
H 7.963 -7.052 -8.001
H -3.203 2.087 1.290
H 0.738 2.674 -3.735
H 7.279 0.128 -6.291
H 2.866 1.734 -4.266
H -0.359 -3.578 -1.160
H -5.221 0.737 7.079
H -8.088 -0.426 8.961
H -2.730 4.327 3.701
H -2.638 -1.479 -2.233
H -9.942 -0.761 11.689
H -4.489 4.267 3.445
H 4.999 0.897 -5.764
H 6.977 -3.863 -5.210
H 5.586 -5.727 -5.454
H -3.768 -2.074 -1.015
H 2.430 2.902 -0.444
H 2.216 1.467 -6.606
H -7.751 3.275 7.060
H 3.376 0.305 -3.327
H 1.459 4.374 -0.514
H 6.455 -8.885 -5.680
H 7.221 -8.955 -7.277
H -7.803 -0.494 13.082
H -4.363 1.504 5.721
H -6.260 -0.474 12.198
H -3.535 2.786 3.328
H -5.592 0.279 5.398
H -0.819 1.707 -2.554
H -0.234 1.097 -0.995
```

=====

[4]
3 unconnected molecules or ions with the total composition C26H54F5NO11P3, computed with ωB97M-V/def2-TZVPD.

Values from the calculation:
Charge: -1
Total energy: -3429.02023 Eh
Highest occupied orbital energy: -4.9336 eV
Relative energy (zero: lowest compared OMol25 entry of this formula, charge and spin): 1.826 eV

```
100
C26H54F5NO11P3, DFT ωB97M-V/def2-TZVPD
P -4.332 5.590 3.006
P 4.695 -0.591 -5.473
P -1.098 -6.032 -0.535
F -5.890 -0.696 1.584
F -3.386 -2.480 -0.173
F -5.218 -0.337 -0.449
F -5.537 -2.911 -0.111
F -3.826 -0.124 1.170
O -3.242 5.529 4.228
O 4.724 -1.145 -6.855
O 0.458 -5.672 3.177
O 4.052 -0.196 -3.997
O 5.621 0.761 -5.569
O -0.724 -7.207 2.096
O -2.376 -5.396 -0.977
O -5.494 6.316 3.591
O -3.654 6.755 2.082
O 5.729 -1.586 -4.698
O -3.544 4.468 2.077
N -1.210 -3.944 1.180
C -4.497 -2.350 0.570
C 0.667 -2.466 2.069
C 2.035 -2.231 1.354
C -4.291 -3.082 1.893
C 6.152 -2.820 -5.272
C -3.984 9.061 2.737
C 4.069 2.571 -6.061
C 4.463 -0.402 1.800
C -1.931 -3.979 2.434
C -4.864 -0.859 0.743
C -0.430 -2.731 0.992
C 2.631 -0.035 -3.857
C -3.610 4.930 5.464
C -0.200 -6.063 2.187
C 2.113 -0.818 0.744
C 1.838 -1.126 -4.547
C -0.394 -5.137 0.955
C 7.472 -2.652 -5.997
C 5.283 1.774 -6.505
C -5.638 3.483 1.235
C 5.406 -1.612 1.536
C -3.665 3.416 5.363
C 3.528 -0.230 0.580
C -4.349 7.957 1.766
C -2.942 -2.809 2.598
C -4.217 3.252 1.704
H -0.161 -5.835 -1.596
H -3.636 2.805 0.898
H 1.946 -1.062 -5.637
H 3.399 0.855 0.436
H -2.850 5.220 6.191
H -4.508 3.101 4.738
H -4.163 8.759 3.769
H -4.044 8.244 0.758
H 3.857 -0.690 2.664
H 7.766 -3.583 -6.486
H -1.060 -1.845 0.853
H 4.889 -2.331 0.894
H -4.437 -4.152 1.724
H 2.188 -2.112 -4.239
H 2.148 -2.973 0.554
H 6.148 2.435 -6.577
H 3.918 3.440 -6.703
H -2.922 9.300 2.656
H -5.426 7.792 1.738
H 0.092 -2.847 0.034
H -3.792 2.964 6.347
H 2.816 -2.443 2.091
H -6.068 2.560 0.846
H -1.278 -3.915 3.318
H -4.567 5.328 5.814
H 1.442 -0.124 1.263
H -4.561 9.965 2.532
H 2.337 0.951 -4.231
H 6.298 -1.303 0.982
H -5.108 -2.781 2.561
H -6.275 3.828 2.060
H -3.155 -2.796 3.674
H 0.808 -3.293 2.771
H 0.466 -1.516 2.582
H -4.197 2.551 2.542
H 7.416 -1.864 -6.748
H 5.386 -3.231 -5.930
H -2.754 3.025 4.910
H 2.417 -0.052 -2.788
H 0.614 -4.814 0.655
H 3.165 1.956 -6.109
H 8.255 -2.365 -5.293
H 5.118 1.342 -7.496
H -2.506 -1.837 2.365
H -5.669 4.246 0.455
H -1.324 -7.396 -0.278
H 4.185 2.909 -5.031
H 6.276 -3.526 -4.449
H -2.537 -4.885 2.519
H 1.697 -0.899 -0.272
H 4.026 -0.576 -0.333
H 5.061 0.486 2.008
H 5.687 -2.123 2.460
H 0.778 -1.038 -4.312
```